(1)
DFT (ωB97M-V with the def2-TZVPD basis set) results for a cluster of 7 separate species, C14H37Br2N7O13P in total.

```
74
Properties=species:S:1:pos:R:3:mulliken_charge:R:1
C 3.131 0.370 -1.732 -1.599
C 1.773 -0.160 -1.172 0.262
C 1.961 -0.757 0.255 -1.249
C 0.705 -0.366 1.121 1.294
C 1.174 -0.246 2.596 -2.746
N -0.402 -1.374 0.876 0.611
P -1.000 -2.210 2.350 0.174
O 0.049 -3.259 2.668 -0.494
C -1.488 -0.803 -0.004 -0.904
Br -2.736 -2.179 -0.662 0.067
C -2.228 0.409 0.621 0.543
C -2.849 1.231 -0.578 -1.129
Br -3.723 -0.091 1.803 -0.013
H 2.948 0.597 -2.798 0.400
H 3.430 1.317 -1.260 0.380
H 3.931 -0.381 -1.694 0.394
H 1.375 -0.928 -1.861 0.127
H 1.071 0.689 -1.212 0.042
H 2.085 -1.859 0.247 0.397
H 2.869 -0.370 0.742 0.468
H 0.432 0.646 0.789 0.124
H 1.655 -1.164 2.974 0.427
H 1.966 0.519 2.596 0.714
H 0.402 0.136 3.283 0.452
H 0.038 -2.123 0.320 0.655
H -1.279 -1.312 3.404 0.158
H -2.211 -2.911 2.081 0.166
H -0.970 -0.432 -0.906 0.154
H -1.569 1.113 1.154 0.077
H -2.901 2.302 -0.349 0.363
H -2.316 1.050 -1.525 0.214
H -3.866 0.830 -0.725 0.458
C -1.148 -4.463 -3.178 -0.584
N 0.208 -4.188 -3.713 0.900
O 0.551 -3.027 -3.799 -0.521
O 0.878 -5.140 -4.022 -0.524
H -1.623 -3.515 -2.946 0.117
H -1.704 -4.999 -3.942 0.326
H -1.029 -5.068 -2.282 0.276
C -1.577 2.965 -4.535 -0.833
N -0.498 2.879 -3.515 0.805
O 0.166 3.863 -3.312 -0.529
O -0.353 1.812 -2.947 -0.476
H -1.583 3.965 -4.949 0.379
H -1.360 2.227 -5.302 0.314
H -2.515 2.747 -4.038 0.302
C -0.113 3.671 4.534 -0.808
N -0.124 3.185 3.131 0.942
O -1.186 3.163 2.545 -0.577
O 0.931 2.834 2.655 -0.495
H -1.126 3.945 4.811 0.338
H 0.256 2.864 5.157 0.304
H 0.548 4.532 4.579 0.297
C 2.017 -5.708 2.777 -0.571
N 3.436 -5.718 3.213 0.900
O 3.805 -6.634 3.908 -0.530
O 4.128 -4.797 2.839 -0.550
H 1.521 -6.584 3.182 0.331
H 1.566 -4.797 3.156 0.223
H 2.010 -5.727 1.690 0.235
C -5.395 3.804 -7.402 -0.717
N -4.318 3.726 -6.383 0.871
O -3.660 4.720 -6.184 -0.518
O -4.170 2.664 -5.816 -0.514
H -5.405 4.805 -7.819 0.317
H -5.173 3.066 -8.169 0.284
H -6.334 3.580 -6.903 0.284
C 4.442 1.434 5.434 -0.753
N 3.084 1.771 5.933 0.926
O 2.510 2.709 5.420 -0.526
O 2.639 1.085 6.819 -0.527
H 4.704 2.131 4.645 0.320
H 5.128 1.518 6.272 0.298
H 4.408 0.414 5.057 0.274
```

## Properties
- E (hartree) = -7405.59682
- HOMO level (eV) = -12.70
- HOMO-LUMO gap (eV) = 9.60
- charge = +1

(2)
DFT (ωB97M-V with the def2-TZVPD basis set) results for a structure of composition C14H37CoO3Si3.

```
58
Properties=species:S:1:pos:R:3:nbo_charge:R:1
Co 0.067 -1.195 -0.024 1.171
C 3.146 -1.731 0.246 -0.245
O 1.964 -0.942 0.140 -0.937
Si 1.929 0.762 0.339 1.994
C 2.722 1.013 2.010 -1.175
C 3.038 1.527 -0.943 -1.184
C 0.102 0.869 0.129 -1.871
Si -0.514 1.106 -1.610 1.703
C -2.375 0.936 -1.793 -1.132
C 0.175 -0.313 -2.673 -1.119
C -0.020 2.737 -2.376 -1.129
Si -0.732 1.779 1.557 1.719
C -0.617 0.759 3.139 -1.134
C -2.519 2.327 1.342 -1.127
C 0.084 3.463 1.758 -1.123
H 3.738 -1.638 -0.665 0.195
H 2.873 -2.771 0.415 0.193
H 3.728 -1.394 1.101 0.204
H 3.796 0.837 1.913 0.249
H 2.336 0.315 2.753 0.248
H 2.615 2.014 2.410 0.260
H 4.078 1.255 -0.745 0.250
H 2.979 2.614 -0.884 0.263
H 2.800 1.237 -1.964 0.245
H -2.696 -0.105 -1.749 0.228
H -2.643 1.307 -2.784 0.252
H -2.954 1.506 -1.072 0.242
H 0.130 -1.331 -2.248 0.188
H 1.214 -0.161 -2.960 0.243
H -0.418 -0.389 -3.587 0.259
H -0.353 3.560 -1.743 0.244
H -0.498 2.863 -3.349 0.248
H 1.053 2.840 -2.518 0.241
H -0.391 -0.296 2.934 0.216
H -1.549 0.792 3.703 0.247
H 0.167 1.121 3.802 0.252
H -3.303 1.571 1.419 0.221
H -2.670 2.892 0.423 0.240
H -2.687 3.028 2.163 0.253
H 1.160 3.474 1.868 0.228
H -0.337 3.987 2.617 0.247
H -0.156 4.059 0.875 0.238
C -2.823 -1.025 0.935 -0.268
O -1.845 -1.770 0.184 -0.586
C -1.923 -3.182 0.428 -0.093
C -1.071 -3.816 -0.634 -0.091
O 0.221 -3.209 -0.518 -0.591
C 1.122 -3.740 -1.503 -0.256
H -3.820 -1.387 0.675 0.200
H -2.721 0.014 0.644 0.241
H -2.645 -1.141 2.006 0.196
H -2.962 -3.511 0.345 0.218
H -1.557 -3.401 1.437 0.202
H -1.482 -3.604 -1.627 0.202
H -0.998 -4.900 -0.500 0.214
H 1.222 -4.816 -1.351 0.203
H 2.085 -3.256 -1.386 0.210
H 0.736 -3.539 -2.505 0.196
```

## Properties
- energy relative to the best compared isomer or geometry (same formula, charge and spin) (kcal per mole) = 0.0
- E (hartree) = -3032.45379
- 2S+1 = 2
- HOMO level (spin up / spin down) (eV) = -11.76 / -11.74
- HOMO-LUMO gap (spin up / spin down) (eV) = 8.59 / 9.12
- charge = +1

(3)
DFT (ωB97M-V with the def2-TZVPD basis set) results for a cluster of 6 separate species, C14H37IN7O6 in total.

```
65
Properties=species:S:1:pos:R:3:nbo_charge:R:1
I -20.831 -2.804 -17.281 -0.915
C -18.293 -5.546 -12.159 -0.641
C -18.601 -5.950 -13.615 0.111
C -18.086 -7.400 -13.838 -0.400
C -19.012 -8.491 -13.204 -0.399
C -20.460 -8.331 -13.734 -0.392
C -21.010 -6.899 -13.559 0.127
N -19.985 -5.923 -13.952 -0.210
O -20.496 -4.609 -13.980 -0.602
C -22.291 -6.768 -14.406 -0.615
C -21.448 -6.661 -12.079 -0.643
C -17.779 -5.071 -14.587 -0.618
H -17.246 -5.604 -11.842 0.203
H -18.826 -6.180 -11.450 0.201
H -18.498 -4.496 -11.937 0.219
H -17.901 -7.702 -14.871 0.225
H -17.087 -7.482 -13.402 0.202
H -18.932 -8.511 -12.115 0.192
H -18.691 -9.495 -13.491 0.207
H -21.042 -8.957 -13.053 0.209
H -20.466 -8.685 -14.762 0.200
H -23.051 -7.447 -14.019 0.206
H -22.660 -5.763 -14.605 0.242
H -22.171 -7.168 -15.420 0.198
H -21.613 -5.596 -11.905 0.227
H -22.436 -7.099 -11.927 0.200
H -20.755 -7.013 -11.316 0.200
H -16.718 -5.310 -14.634 0.215
H -17.776 -4.032 -14.232 0.206
H -18.276 -4.954 -15.551 0.230
H -20.201 -4.238 -14.829 0.491
C -24.549 -1.466 -14.981 -0.097
C -23.616 -0.299 -15.373 -0.090
O -23.308 -0.229 -16.763 -0.753
O -25.893 -1.239 -15.347 -0.732
H -24.543 -1.702 -13.915 0.170
H -24.079 -2.359 -15.409 0.179
H -22.677 -0.401 -14.819 0.163
H -23.975 0.709 -15.161 0.174
H -22.540 -0.786 -16.952 0.490
H -26.091 -1.572 -16.225 0.476
C -22.400 -3.030 -21.308 0.767
O -22.531 -3.221 -22.524 -0.682
N -22.357 -4.022 -20.376 -0.882
N -22.232 -1.792 -20.781 -0.842
H -21.755 -3.938 -19.568 0.412
H -22.866 -4.869 -20.542 0.398
H -21.746 -1.810 -19.894 0.401
H -22.140 -0.993 -21.382 0.398
C -18.467 0.248 -20.106 0.771
O -18.079 0.839 -21.107 -0.682
N -18.560 0.838 -18.882 -0.859
N -18.769 -1.085 -20.075 -0.861
H -18.431 1.829 -19.009 0.402
H -18.973 0.392 -18.085 0.408
H -18.927 -1.608 -20.916 0.406
H -18.981 -1.516 -19.192 0.405
C -19.026 -7.036 -17.940 0.773
O -18.463 -8.115 -18.119 -0.688
N -18.729 -5.861 -18.540 -0.854
N -20.014 -6.858 -17.023 -0.851
H -18.066 -5.744 -19.285 0.397
H -19.209 -5.011 -18.300 0.407
H -20.272 -7.667 -16.488 0.390
H -20.561 -6.029 -16.870 0.411
```

## Properties
- energy relative to the best compared isomer or geometry (same formula, charge and spin) (kcal per mole) = 0.0
- E (hartree) = -1688.24558
- HOMO level (eV) = -5.88
- HOMO-LUMO gap (eV) = 8.34
- charge = -1